# C32H51F2N11O12S2Zr

C32H51F2N11O12S2Zr as an isolated structure (wB97M-V/def2-TZVPD, the OMol25 dataset).

Each line ends with the Löwdin charge.
CARTESIAN COORDINATES (ANGSTROEM)
Zr: 19.343202 -11.566388 16.433099  2.072
O: 18.718994 -13.624510 16.182098  -0.379
C: 18.291846 -14.060894 14.911412  -0.293
C: 18.751544 -13.049902 13.842854  -0.330
O: 19.005471 -11.727237 14.261143  -0.373
H: 17.192138 -14.081004 14.918684  0.080
H: 18.597872 -15.113204 14.895009  0.104
H: 17.993790 -13.066033 13.040504  0.078
H: 19.685125 -13.359575 13.347830  0.102
C: 15.366209 -17.797713 8.185986  -0.034
C: 15.837661 -17.756221 9.645797  -0.143
N: 16.435625 -16.442164 9.969891  -0.039
C: 15.811321 -15.288365 10.297183  -0.033
C: 16.725601 -14.312443 10.446986  -0.020
N: 17.941335 -14.872937 10.136160  -0.077
C: 17.749111 -16.184296 9.851702  0.032
C: 19.196589 -14.153293 9.942819  0.027
H: 14.807062 -18.673331 7.870347  0.096
H: 16.176524 -17.700168 7.462400  0.089
H: 14.776736 -16.881542 8.097952  0.079
H: 16.616826 -18.495112 9.842190  0.129
H: 15.102793 -17.990611 10.413875  0.129
H: 14.742302 -15.176164 10.380297  0.143
H: 16.619192 -13.248616 10.565744  0.138
H: 18.563513 -16.851278 9.621845  0.181
H: 19.066268 -13.081635 9.863172  0.083
H: 19.638288 -14.569064 9.039652  0.112
H: 19.857555 -14.359585 10.785038  0.101
C: 10.926213 -14.274012 11.080906  -0.055
C: 11.128444 -13.505293 12.393279  -0.131
N: 12.479252 -13.739501 12.943987  -0.031
C: 13.549644 -12.892047 12.850058  -0.004
C: 14.642241 -13.490494 13.369884  -0.020
N: 14.249979 -14.746379 13.793941  -0.070
C: 12.919796 -14.835234 13.577468  0.006
C: 15.043984 -15.889944 14.186689  0.012
H: 11.624574 -13.895179 10.333223  0.077
H: 9.940729 -14.053289 10.672333  0.095
H: 10.995591 -15.346992 11.250002  0.078
H: 10.446704 -13.880628 13.152250  0.137
H: 11.013358 -12.451091 12.160314  0.135
H: 13.464339 -11.968598 12.300732  0.149
H: 15.673560 -13.187632 13.412114  0.111
H: 12.316744 -15.715889 13.732730  0.177
H: 16.037352 -15.852625 13.742403  0.086
H: 14.523833 -16.780813 13.846537  0.104
H: 15.193976 -15.867416 15.266943  0.113
C: 21.282353 -17.561024 22.714234  -0.059
C: 21.028863 -16.566570 21.570621  -0.130
N: 20.387485 -17.220727 20.403099  -0.030
C: 19.547556 -18.306103 20.411274  0.031
C: 19.084427 -18.438249 19.117084  -0.002
N: 19.674922 -17.460696 18.388580  -0.095
C: 20.426109 -16.697306 19.175700  -0.018
C: 19.244943 -17.060526 17.051619  0.006
H: 21.752675 -17.036413 23.544182  0.092
H: 21.986858 -18.343032 22.428356  0.089
H: 20.382770 -18.036218 23.100835  0.076
H: 21.953269 -16.165901 21.164206  0.131
H: 20.345709 -15.791212 21.910879  0.127
H: 19.395822 -18.896270 21.296042  0.135
H: 18.403038 -19.170519 18.722281  0.138
H: 21.023660 -15.875430 18.823681  0.167
H: 20.041248 -16.462108 16.612384  0.095
H: 18.358132 -16.439826 17.181092  0.100
H: 19.002970 -17.858466 16.354362  0.100
C: 20.011102 -10.264436 10.877025  0.037
N: 20.962495 -9.128314 10.802551  -0.070
C: 22.281252 -9.341086 10.967271  0.035
C: 23.148671 -8.240694 10.911135  0.069
C: 22.728193 -7.036259 10.348024  -0.110
C: 21.355020 -6.878377 10.109043  0.068
C: 20.510583 -7.926418 10.400802  0.015
C: 23.709385 -5.925390 10.335775  -0.118
C: 23.424441 -4.633969 10.740131  0.056
C: 24.391070 -3.649022 10.725697  0.037
N: 25.649471 -3.949754 10.354832  -0.076
C: 25.939021 -5.155251 9.788660  0.039
C: 24.987872 -6.146872 9.772657  0.057
C: 26.754964 -2.990406 10.663073  0.071
H: 20.367374 -11.030307 11.559504  0.096
H: 19.799630 -10.638691 9.876888  0.104
H: 19.094545 -9.819681 11.262078  0.110
H: 22.510907 -10.336386 11.318668  0.141
H: 24.170066 -8.458654 11.190151  0.143
H: 20.896843 -5.920342 9.906769  0.142
H: 19.436882 -7.859173 10.296502  0.153
H: 22.468503 -4.416640 11.199657  0.143
H: 24.330926 -2.676805 11.195749  0.161
H: 26.927567 -5.246956 9.363851  0.155
H: 25.270924 -7.134741 9.437124  0.138
H: 27.631755 -3.281185 10.095152  0.109
H: 26.887865 -3.160195 11.730724  0.124
H: 26.429073 -1.982193 10.428191  0.117
N: 17.533870 -10.507409 16.599178  -0.437
S: 16.010921 -10.876697 16.853224  0.462
O: 15.230633 -11.207048 15.712383  -0.240
O: 15.407393 -10.284508 18.002011  -0.175
F: 16.400639 -12.307596 17.452549  -0.189
S: 17.164535 -8.802594 16.455255  0.604
O: 17.481329 -8.092992 17.655891  -0.190
O: 16.104622 -8.308269 15.640235  -0.193
F: 18.466178 -8.565628 15.523139  -0.206
N: 19.133613 -12.628131 19.907326  -0.553
O: 18.987113 -11.797151 20.796743  0.089
O: 18.836824 -12.323008 18.692330  -0.214
O: 19.554233 -13.775601 20.150699  -0.008
N: 21.650243 -9.554503 14.638561  -0.524
O: 22.406837 -10.187817 13.901068  0.018
O: 21.460524 -8.362612 14.593477  0.087
O: 20.955805 -10.285097 15.482662  -0.250

Forces on the atoms, in the same order (eV/Å):
Zr -0.714 -2.774 -2.226
O 1.246 3.327 0.207
C -0.251 0.830 1.333
C 0.783 -0.268 -1.307
O -0.336 -0.947 3.103
H -0.070 0.099 0.086
H 0.323 0.097 -1.087
H -0.105 0.192 -0.034
H -0.020 -0.500 0.119
C -0.033 1.076 0.340
C 0.595 -1.079 -0.107
N 1.427 -0.632 -0.443
C -1.424 0.527 0.475
C 0.682 0.211 -0.673
N -0.481 -0.672 -0.278
C -0.272 1.425 0.543
C 0.645 -0.865 0.269
H -0.209 -0.032 0.498
H 0.281 -0.001 0.310
H -0.421 -0.307 -0.534
H 0.135 0.090 -0.135
H -0.436 0.304 -0.314
H -0.008 -0.328 0.001
H -0.079 -0.048 0.231
H -0.240 -0.262 -0.131
H -0.405 -0.030 -0.132
H 0.196 0.357 -0.030
H 0.020 0.064 -0.028
C 0.025 0.398 0.262
C -0.196 -0.845 -0.518
N 0.988 -0.346 0.842
C -0.016 0.701 -0.816
C 0.375 -0.657 -0.057
N -1.747 0.681 -0.673
C 0.066 -0.071 -0.808
C 0.504 0.024 0.691
H 0.191 -0.358 -0.015
H -0.104 -0.060 0.214
H 0.140 -0.036 -0.261
H -0.270 0.485 -0.006
H 0.006 0.125 0.642
H 0.001 0.152 0.338
H -0.072 0.191 0.156
H 0.055 0.009 0.223
H -0.145 0.142 -0.248
H 0.112 -0.120 0.257
H -0.169 -0.291 -0.026
C 0.466 0.115 -0.325
C -0.151 -0.878 0.527
N -0.054 0.535 -0.185
C -0.091 0.133 -1.165
C 0.177 -0.695 1.829
N -0.578 0.190 -1.005
C 0.232 -0.764 0.368
C 0.046 0.777 -0.095
H -0.115 0.141 -0.018
H -0.068 -0.026 -0.146
H -0.117 0.175 -0.064
H 0.033 0.280 0.348
H 0.182 0.245 -0.186
H -0.139 -0.009 -0.053
H 0.046 0.072 -0.173
H -0.127 0.199 0.280
H -0.084 0.064 -0.014
H 0.062 0.126 -0.152
H 0.234 -0.476 0.501
C -0.470 0.841 0.237
N 0.667 -0.449 -0.934
C -0.529 1.149 0.955
C -0.150 -1.629 -1.075
C -0.219 -0.109 1.613
C -0.011 -0.113 0.795
C -0.214 0.070 -0.279
C 1.038 0.308 -1.524
C -0.742 0.160 0.475
C 1.217 -0.466 0.742
N -0.187 -0.515 -1.082
C -0.402 0.813 0.385
C -0.308 -0.254 0.648
C -0.635 -0.645 0.114
H 0.112 0.096 0.024
H 0.291 -0.042 -0.030
H -0.079 -0.349 0.188
H 0.506 0.141 -0.026
H 0.086 0.332 0.028
H 0.165 -0.002 -0.451
H 0.008 0.188 0.013
H -0.030 0.202 -0.170
H -0.610 0.047 -0.151
H 0.068 -0.212 0.158
H -0.016 0.089 -0.318
H 0.051 0.125 0.042
H 0.487 0.500 -0.022
H 0.099 0.029 0.052
N -1.543 3.699 -0.704
S -2.961 -5.839 3.409
O 0.501 0.578 -0.630
O 0.647 1.072 -1.329
F -0.200 -0.097 -0.598
S 4.064 4.567 0.074
O -0.375 -1.551 -0.816
O -0.003 -1.903 0.229
F -0.526 -0.433 0.345
N 0.852 -0.201 2.757
O -0.068 -0.618 -1.442
O 0.681 1.067 -2.839
O -0.318 0.560 -0.882
N -0.377 -0.837 -0.642
O -0.126 0.431 0.118
O 0.069 -0.356 0.168
O -1.037 -0.629 1.847

Results
- gap between HOMO and LUMO (eV) = 5.84
- HOMO energy (eV) = -15.704
- charge = +4
- molar mass (Da) = 975.2